This record from OMol25 describes a molecular structure, C87H182N6O15P4. The level of theory is ωB97M-V/def2-TZVPD.

charge: +2
DFT total energy: -6245.9164 Ha
LUMO level: -4.0 eV
HOMO-LUMO gap: 3.49 eV

CARTESIAN COORDINATES (ANGSTROEM)
1 C 7.06 -4.94 6.29
2 C 5.90 -5.80 5.94
3 C 4.58 -4.95 5.87
4 C 3.33 -5.69 5.53
5 P 2.59 -5.25 3.79
6 C 3.80 -5.47 2.50
7 C 4.85 -4.46 2.44
8 C 5.88 -4.67 1.32
9 C 6.69 -5.98 1.40
10 C 2.09 -3.54 3.83
11 C 0.76 -3.16 4.57
12 C 0.56 -1.71 4.76
13 C 1.49 -0.94 5.70
14 C 1.11 -6.30 3.53
15 C 0.42 -6.82 4.85
16 C -0.77 -7.77 4.51
17 C -0.48 -9.18 3.97
18 H 7.88 -5.61 6.58
19 H 6.82 -4.39 7.19
20 H 7.49 -4.25 5.56
21 H 5.73 -6.58 6.68
22 H 6.14 -6.37 5.04
23 H 4.70 -3.89 5.62
24 H 4.40 -4.77 6.93
25 H 2.47 -5.39 6.13
26 H 3.58 -6.75 5.68
27 H 3.19 -5.50 1.60
28 H 4.17 -6.45 2.83
29 H 5.41 -4.23 3.35
30 H 4.24 -3.61 2.17
31 H 6.58 -3.84 1.28
32 H 5.28 -4.77 0.42
33 H 6.07 -6.87 1.38
34 H 7.51 -6.02 2.11
35 H 7.19 -6.08 0.44
36 H 2.09 -3.13 2.82
37 H 2.91 -3.02 4.32
38 H 0.61 -3.72 5.49
39 H -0.03 -3.46 3.88
40 H -0.41 -1.47 5.19
41 H 0.65 -1.25 3.77
42 H 1.32 -1.06 6.77
43 H 1.53 0.14 5.56
44 H 2.54 -1.25 5.69
45 H 1.38 -7.21 2.99
46 H 0.54 -5.61 2.91
47 H 0.20 -6.10 5.64
48 H 1.07 -7.56 5.30
49 H -1.42 -7.25 3.80
50 H -1.29 -7.86 5.46
51 H -1.40 -9.70 3.73
52 H 0.14 -9.85 4.57
53 H 0.01 -9.12 2.99
54 C -0.72 -0.44 -3.94
55 C -0.90 -0.60 -5.49
56 C 0.21 -1.52 -6.11
57 C 1.70 -1.09 -5.94
58 P 2.44 -0.28 -7.43
59 C 1.70 1.36 -7.68
60 C 0.36 1.33 -8.42
61 C -0.32 2.72 -8.56
62 C -0.90 3.23 -7.26
63 C 4.25 -0.12 -7.22
64 C 5.06 -1.27 -6.60
65 C 6.56 -0.86 -6.37
66 C 6.77 0.22 -5.27
67 C 2.22 -1.36 -8.90
68 C 2.92 -2.74 -9.00
69 C 4.25 -2.71 -9.79
70 C 4.84 -4.07 -9.67
71 H -1.52 0.16 -3.51
72 H 0.20 0.10 -3.72
73 H -0.67 -1.42 -3.46
74 H -0.78 0.42 -5.87
75 H -1.92 -0.91 -5.72
76 H -0.07 -1.52 -7.17
77 H 0.02 -2.49 -5.66
78 H 2.33 -1.96 -5.74
79 H 1.81 -0.42 -5.09
80 H 2.45 1.92 -8.23
81 H 1.75 1.77 -6.67
82 H -0.32 0.60 -7.98
83 H 0.56 0.91 -9.41
84 H -1.13 2.52 -9.25
85 H 0.46 3.40 -8.90
86 H -0.15 3.52 -6.53
87 H -1.66 2.60 -6.78
88 H -1.41 4.17 -7.47
89 H 4.39 0.75 -6.59
90 H 4.60 0.10 -8.23
91 H 4.98 -2.12 -7.29
92 H 4.61 -1.46 -5.62
93 H 6.97 -0.44 -7.29
94 H 7.22 -1.66 -6.04
95 H 6.61 -0.32 -4.34
96 H 6.07 1.06 -5.31
97 H 7.81 0.54 -5.23
98 H 2.78 -0.78 -9.63
99 H 1.20 -1.40 -9.28
100 H 2.29 -3.48 -9.49
101 H 2.92 -3.17 -7.99
102 H 4.98 -1.93 -9.57
103 H 3.99 -2.53 -10.84
104 H 4.12 -4.81 -10.03
105 H 5.20 -4.31 -8.67
106 H 5.73 -4.16 -10.28
107 C 2.78 1.71 2.67
108 C 3.87 2.46 3.37
109 C 4.02 2.24 4.85
110 C 5.29 2.93 5.37
111 P 5.65 2.56 7.08
112 C 5.46 0.77 7.40
113 C 5.78 0.45 8.91
114 C 5.48 -0.99 9.38
115 C 6.44 -1.94 8.66
116 C 7.48 2.87 7.37
117 C 8.60 2.06 6.64
118 C 10.01 2.38 7.11
119 C 11.20 1.49 6.61
120 C 4.68 3.57 8.22
121 C 3.13 3.29 8.31
122 C 2.43 4.59 8.73
123 C 2.66 4.94 10.23
124 H 1.85 2.07 3.11
125 H 2.76 0.62 2.76
126 H 2.90 1.83 1.59
127 H 3.79 3.51 3.07
128 H 4.76 2.16 2.83
129 H 4.22 1.19 5.07
130 H 3.11 2.57 5.35
131 H 5.24 4.00 5.14
132 H 6.17 2.65 4.79
133 H 6.01 0.07 6.78
134 H 4.40 0.55 7.29
135 H 5.28 1.03 9.69
136 H 6.84 0.50 9.17
137 H 4.43 -1.28 9.27
138 H 5.61 -1.11 10.45
139 H 7.47 -1.58 8.69
140 H 6.05 -2.03 7.64
141 H 6.49 -2.95 9.09
142 H 7.51 2.75 8.45
143 H 7.65 3.93 7.17
144 H 8.47 2.22 5.57
145 H 8.45 1.00 6.81
146 H 9.90 2.27 8.19
147 H 10.34 3.41 6.99
148 H 11.01 0.86 5.74
149 H 11.53 0.75 7.34
150 H 12.10 2.09 6.47
151 H 4.96 4.61 8.06
152 H 5.11 3.38 9.20
153 H 3.00 2.36 8.87
154 H 2.74 3.07 7.32
155 H 1.35 4.50 8.63
156 H 2.60 5.44 8.07
157 H 3.69 5.25 10.35
158 H 2.37 4.15 10.93
159 H 2.08 5.77 10.63
160 C -1.19 3.41 -2.08
161 C -2.03 3.63 -3.38
162 C -3.51 3.20 -3.27
163 C -4.21 3.64 -4.59
164 P -6.01 3.29 -4.78
165 C -6.77 4.26 -6.06
166 C -8.29 3.96 -6.32
167 C -8.98 4.33 -7.65
168 C -8.45 3.55 -8.87
169 C -7.02 3.50 -3.24
170 C -7.09 4.91 -2.66
171 C -8.19 5.06 -1.59
172 C -7.88 4.40 -0.21
173 C -6.27 1.57 -5.39
174 C -5.74 1.43 -6.87
175 C -5.35 0.03 -7.39
176 C -6.37 -1.04 -7.45
177 H -1.75 3.75 -1.20
178 H -0.28 4.00 -2.16
179 H -0.98 2.34 -2.04
180 H -1.67 3.20 -4.31
181 H -1.96 4.72 -3.45
182 H -3.96 3.56 -2.35
183 H -3.48 2.11 -3.22
184 H -3.73 3.24 -5.48
185 H -3.98 4.70 -4.69
186 H -6.25 3.91 -6.95
187 H -6.44 5.30 -5.95
188 H -8.89 4.39 -5.51
189 H -8.52 2.89 -6.32
190 H -8.73 5.38 -7.78
191 H -10.07 4.33 -7.71
192 H -7.37 3.62 -8.99
193 H -9.01 3.83 -9.76
194 H -8.63 2.48 -8.85
195 H -6.89 2.72 -2.49
196 H -8.05 3.26 -3.49
197 H -7.35 5.59 -3.46
198 H -6.12 5.04 -2.19
199 H -9.12 4.68 -2.02
200 H -8.36 6.10 -1.32
201 H -8.52 4.68 0.62
202 H -6.87 4.37 0.20
203 H -8.02 3.34 -0.43
204 H -7.23 1.29 -4.96
205 H -5.55 0.97 -4.82
206 H -4.82 2.00 -6.99
207 H -6.51 1.71 -7.59
208 H -4.46 -0.17 -6.80
209 H -4.92 0.14 -8.39
210 H -7.05 -0.82 -8.26
211 H -6.86 -1.38 -6.54
212 H -5.85 -1.96 -7.72
213 C -8.62 0.54 2.71
214 C -7.47 -0.44 2.77
215 N -7.78 -1.75 2.17
216 C -8.75 -2.66 2.73
217 C -8.58 -3.82 1.98
218 N -7.52 -3.72 1.10
219 C -7.05 -2.43 1.16
220 C -7.10 -4.75 0.10
221 H -9.07 0.55 1.71
222 H -8.37 1.54 3.06
223 H -9.43 0.12 3.31
224 H -7.18 -0.53 3.82
225 H -6.59 0.01 2.30
226 H -9.39 -2.39 3.56
227 H -9.02 -4.80 2.08
228 H -6.17 -2.04 0.66
229 H -6.25 -5.26 0.55
230 H -6.82 -4.28 -0.85
231 H -7.86 -5.51 -0.06
232 C 1.22 4.58 0.98
233 C 0.66 5.96 1.25
234 N -0.42 6.35 0.36
235 C -0.21 6.96 -0.87
236 C -1.41 7.11 -1.46
237 N -2.40 6.46 -0.69
238 C -1.74 6.01 0.47
239 C -3.83 6.15 -0.91
240 H 2.04 4.40 1.68
241 H 1.57 4.45 -0.04
242 H 0.48 3.80 1.18
243 H 1.54 6.61 1.21
244 H 0.40 6.05 2.30
245 H 0.80 7.21 -1.16
246 H -1.66 7.54 -2.43
247 H -2.27 5.44 1.22
248 H -3.95 5.72 -1.91
249 H -4.51 6.99 -0.88
250 H -4.19 5.49 -0.12
251 C 0.31 0.81 0.04
252 C -1.16 0.83 0.48
253 N -1.87 -0.38 0.17
254 C -1.87 -1.64 0.80
255 C -2.82 -2.38 0.19
256 N -3.26 -1.73 -0.92
257 C -2.58 -0.54 -0.96
258 C -4.27 -2.23 -1.82
259 H 0.77 1.76 0.30
260 H 0.50 0.60 -1.02
261 H 0.87 0.03 0.55
262 H -1.71 1.68 0.08
263 H -1.24 0.94 1.56
264 H -1.49 -1.76 1.81
265 H -3.23 -3.35 0.39
266 H -2.84 0.20 -1.70
267 H -5.03 -2.72 -1.22
268 H -3.80 -2.94 -2.50
269 H -4.60 -1.40 -2.44
270 O 1.18 2.82 -4.35
271 C 2.21 2.22 -3.76
272 O 3.16 1.82 -4.48
273 O 2.14 1.95 -2.55
274 H 0.71 2.73 -3.51
275 O -4.96 2.35 -0.31
276 C -5.23 1.11 -0.64
277 O -5.54 0.29 0.25
278 O -5.20 0.94 -1.87
279 H -5.07 2.21 0.64
280 O -1.10 -5.44 0.56
281 C -0.05 -5.03 -0.05
282 O -0.23 -5.00 -1.26
283 O 0.92 -4.58 0.48
284 H -1.18 -5.33 -0.39
285 O -3.83 -6.24 1.61
286 C -4.18 -5.47 2.58
287 O -5.24 -5.58 3.23
288 O -3.45 -4.52 2.85
289 H -3.00 -5.79 1.45
290 O -3.13 1.16 2.76
291 C -3.37 0.37 3.81
292 O -4.43 0.54 4.40
293 O -2.61 -0.53 4.21
294 H -3.87 1.69 3.06

Here are the Löwdin charges for atoms 1 to 5, given in e: C -0.122; C -0.257; C -0.273; C -0.217; P 1.050